Record 1
Here is C25H26IN4O3STi as an isolated structure at a distorted geometry from OMol25. Energies are from ωB97M-V/def2-TZVPD.

As for the total energy: -80488.7546 eV.

ORCA input file:
```
! wB97M-V def2-TZVPD RIJCOSX def2/J DEFGRID3
* xyz 2 2
I -1.64 -0.93 -2.90
Ti -0.53 0.32 -0.62
S -1.36 0.71 1.60
O 1.19 6.83 -2.61
O 1.09 0.98 -0.89
O 2.98 -1.20 2.71
N 3.42 3.70 -1.21
N -0.30 -1.49 0.64
N 0.83 -0.47 2.51
N -1.33 1.92 -1.57
C 2.61 4.68 -1.62
C 0.41 5.70 -2.31
C 1.25 4.52 -1.84
C 1.58 2.26 -1.14
C 1.31 -2.73 3.49
C -0.18 -0.51 1.68
C 0.82 -2.39 0.16
C 3.87 1.40 -0.52
C 0.41 -5.12 4.54
C -3.07 0.55 -2.61
C -0.01 -2.84 3.92
C -3.67 2.71 -1.74
C -5.32 1.32 -2.81
C 0.71 3.25 -1.58
C -4.97 2.50 -2.17
C 2.94 2.48 -0.97
C 2.20 -3.81 3.61
C -4.37 0.33 -3.03
C -0.72 -4.25 -0.62
C 1.85 -1.49 2.91
C -0.46 -4.04 4.45
C 1.74 -5.00 4.13
C -2.71 1.74 -1.98
C -0.71 3.01 -1.85
C 0.45 -3.86 0.26
H 3.22 -3.69 3.29
H 0.27 -4.13 1.30
H 0.99 -2.12 -0.88
H -1.48 -4.13 4.80
H -5.72 3.26 -1.99
H -3.40 3.62 -1.22
H -0.22 5.42 -3.16
H -0.68 -1.99 3.89
H -0.93 -5.31 -0.54
H -1.66 -3.74 -0.35
H 3.07 5.64 -1.78
H 1.34 -4.42 -0.05
H -1.17 -2.00 0.74
H 0.94 0.41 3.01
H -0.25 6.00 -1.50
H 1.74 -2.14 0.69
H -6.34 1.17 -3.14
H -4.65 -0.59 -3.52
H -1.27 3.78 -2.37
H 0.06 -6.06 4.96
H -0.52 -4.04 -1.68
H 3.97 0.63 -1.29
H 1.56 6.75 -3.49
H 2.41 -5.84 4.23
H 4.85 1.83 -0.35
H 3.53 0.92 0.39
*
```

***

Record 2
Here is C4H4O12Zn as an isolated structure at a distorted geometry from OMol25. Energies are from ωB97M-V/def2-TZVPD.

As for the total energy: -77196.8555 eV.

ORCA input file:
```
! wB97M-V def2-TZVPD RIJCOSX def2/J DEFGRID3
* xyz -2 1
Zn 18.69 7.59 -11.65
O 16.06 8.73 -14.13
O 21.53 9.13 -12.61
O 18.93 7.32 -8.33
O 17.93 4.34 -12.80
O 20.36 10.62 -11.87
O 15.87 8.82 -16.33
O 15.86 3.90 -12.18
O 22.17 11.21 -13.02
O 17.09 8.22 -8.56
O 16.98 2.55 -13.54
O 14.42 7.57 -14.93
O 17.53 7.55 -6.56
C 15.41 8.32 -15.09
C 17.90 7.74 -7.78
C 16.92 3.61 -12.78
C 21.36 10.34 -12.53
H 22.83 10.52 -13.19
H 15.30 8.45 -17.01
H 16.74 8.10 -6.58
H 17.77 2.75 -14.06
*
```

***

Record 3
Here is a 10-piece molecular cluster, C29H69ClO13Si overall at a distorted geometry from OMol25. Energies are from ωB97M-V/def2-TZVPD.

As for the total energy: -78201.3577 eV. Its SMILES is C#C[C@@]1(Cl)OC(=O)O[C@]1(CCO[Si](C)(C)C)CC[C@@H](C)CCC=C(C)C.CO.CO.CO.CO.CO.CO.CO.CO.CO.

ORCA input file:
```
! wB97M-V def2-TZVPD RIJCOSX def2/J DEFGRID3
* xyz 0 1
Cl 1.37 -0.53 2.48
Si 5.80 -1.41 0.37
O -0.77 -4.75 -6.00
O 2.50 -7.32 -7.28
O -0.37 -8.08 -5.73
O 0.97 4.05 4.10
O -5.07 3.36 3.09
O 0.67 2.05 3.12
O 3.87 5.66 4.15
O 2.46 3.27 2.52
O -7.82 2.82 2.00
O -2.19 -1.56 -4.06
O -7.72 4.84 -2.18
O 5.60 0.19 0.85
O -2.11 4.61 5.78
C -1.86 -2.61 1.70
C -7.85 3.56 0.78
C -0.64 -8.34 -4.35
C 5.12 -2.67 1.60
C -4.64 2.63 4.23
C -1.83 3.54 6.68
C -0.81 2.13 -0.53
C 1.74 1.17 2.77
C 1.47 2.56 0.52
C 4.83 -1.65 -1.24
C -7.56 6.25 -2.04
C -1.75 -1.58 0.62
C 4.33 0.38 1.46
C -1.87 0.84 1.49
C -0.92 -1.99 -0.60
C -0.82 -1.88 -4.28
C 7.59 -1.85 0.05
C 0.60 -5.07 -6.21
C 3.82 1.80 1.24
C -2.38 -0.33 0.68
C -1.76 2.14 0.70
C 2.35 2.04 1.67
C 0.58 1.52 -0.21
C 3.88 -7.62 -7.48
C 3.13 1.06 5.07
C 2.56 1.14 4.01
C -1.44 1.56 -1.80
C 1.37 3.25 3.34
C 3.75 5.58 5.56
H -4.78 1.57 4.03
H -7.69 2.91 -0.07
H -7.22 4.57 -2.95
H 3.95 2.02 0.18
H -1.30 -9.20 -4.24
H 0.90 -4.81 -7.23
H -0.04 -2.49 -0.19
H -6.51 6.51 -1.90
H 3.46 0.78 6.04
H -1.37 4.67 5.17
H -5.24 2.90 5.11
H 0.29 -8.51 -3.80
H -1.14 -7.46 -3.94
H 3.92 -2.23 -1.06
H 4.42 -2.28 2.34
H -1.73 2.60 6.12
H -8.12 6.57 -1.17
H 4.19 -7.36 -8.49
H -7.09 4.35 0.80
H 4.07 -8.69 -7.31
H -2.66 3.46 7.38
H 4.46 -7.04 -6.77
H -2.71 -2.07 -4.68
H -0.53 -1.63 -5.30
H 2.00 -7.84 -7.91
H 4.45 2.52 1.76
H -8.84 4.02 0.70
H -0.74 1.56 -2.64
H -0.21 -1.31 -3.58
H 5.46 -2.15 -1.98
H -2.29 2.19 -2.07
H -0.91 3.75 7.23
H -1.32 2.87 1.40
H 4.58 6.12 6.01
H 5.90 -3.20 2.15
H -0.60 3.19 -0.74
H 8.24 -1.69 0.91
H 0.07 -8.86 -6.08
H 4.42 0.17 2.53
H 2.15 2.97 -0.21
H -0.64 -1.09 -1.14
H -7.95 6.77 -2.92
H -1.45 -2.69 -1.25
H 1.20 -4.50 -5.51
H -6.94 2.43 2.07
H -1.03 -3.33 1.62
H 3.61 -0.31 1.00
H -0.66 -2.95 -4.11
H -2.78 -3.17 1.57
H -2.57 1.02 2.32
H 0.77 -6.13 -6.04
H -2.73 2.56 0.43
H -1.28 -5.27 -6.63
H -3.59 2.83 4.42
H 8.01 -1.26 -0.77
H 1.02 1.34 -1.19
H -3.27 -0.23 0.05
H 2.81 6.05 5.87
H -4.95 4.29 3.28
H 0.51 0.55 0.28
H 4.51 -0.68 -1.62
H 3.78 4.54 5.88
H 7.70 -2.90 -0.24
H 0.83 3.39 0.82
H -1.82 0.55 -1.70
H -0.93 0.54 1.94
H -1.81 -2.20 2.72
H 4.59 -3.45 1.04
H 3.12 5.18 3.79
*
```

***

Record 4
Here is C8H8F3N3S as an isolated structure at a distorted geometry from OMol25. Energies are from ωB97M-V/def2-TZVPD.

As for the total energy: -31879.4059 eV.

ORCA input file:
```
! wB97M-V def2-TZVPD RIJCOSX def2/J DEFGRID3
* xyz 0 1
S -1.19 -2.14 -0.66
F -2.42 1.84 -0.64
F -3.88 2.10 0.91
F -4.45 1.24 -0.98
N -4.23 -1.11 0.36
N -0.39 0.00 0.56
N -4.13 -0.60 1.45
C 0.76 -0.70 0.13
C 2.02 0.05 0.42
C -1.38 -0.68 0.19
C -3.24 -0.07 0.46
C 3.28 -0.76 0.14
C 2.04 1.35 -0.41
C -3.46 1.30 -0.10
C 0.49 -1.81 -0.56
H 1.37 -2.33 -0.90
H 3.31 -1.18 -0.95
H 1.77 0.35 1.40
H 3.52 -1.71 0.79
H 0.92 1.75 -0.53
H 2.36 1.06 -1.38
H 4.23 -0.13 0.24
H 2.69 2.17 0.08
*
```

***

Record 5
Here is C25H38N5O3P2S2Ti as an isolated structure at a distorted geometry from OMol25. Energies are from ωB97M-V/def2-TZVPD.

As for the total energy: -103487.2614 eV.

ORCA input file:
```
! wB97M-V def2-TZVPD RIJCOSX def2/J DEFGRID3
* xyz 2 2
Ti 0.53 -0.33 -1.44
S -1.77 -1.81 -4.73
S -1.71 -1.10 -0.77
P 2.77 0.58 -2.46
P -0.13 2.01 -2.12
O -1.33 0.10 -0.01
O -0.54 -2.02 -0.74
O -0.04 -1.40 4.19
N 0.22 -1.31 -3.23
N -1.81 -0.57 -2.28
N 1.08 0.55 4.54
N 1.67 -0.52 0.20
N -6.68 -3.52 0.95
C -0.21 -2.29 -5.26
C -4.55 -3.72 -0.13
C -5.51 -2.96 0.59
C 0.78 -0.56 3.85
C 2.08 1.53 4.13
C 1.49 2.84 3.63
C -4.04 -1.05 0.53
C -3.37 -3.16 -0.51
C -5.22 -1.62 0.91
C 3.80 -0.31 -3.66
C 2.26 -2.00 2.44
C 1.38 2.97 -2.51
C 2.76 -2.39 1.21
C -1.09 2.14 -3.66
C -3.11 -1.82 -0.18
C -1.10 -1.19 -3.29
C 3.96 1.14 -1.22
C 0.72 -1.96 -4.34
C 2.41 -1.64 0.10
C 2.33 2.12 -3.35
C -1.03 3.05 -0.95
C -1.10 1.27 5.54
C 1.50 -0.85 2.55
C 1.24 -0.13 1.41
C 0.32 0.79 5.78
H -1.12 2.23 5.03
H 4.68 0.29 -3.88
H -7.38 -2.99 1.45
H 2.72 1.08 3.37
H -2.08 1.73 -3.51
H -6.90 -4.47 0.71
H -2.63 -3.75 -1.05
H -1.16 3.19 -3.94
H 4.44 0.29 -0.73
H 4.74 1.74 -1.70
H -4.76 -4.76 -0.35
H 0.89 1.52 6.35
H 2.46 -2.60 3.32
H -0.06 -2.79 -6.20
H -1.65 0.54 4.95
H -1.61 1.39 6.50
H 3.37 -3.27 1.09
H 3.24 -0.48 -4.58
H 2.29 3.51 3.30
H 0.65 0.78 1.44
H -5.94 -1.04 1.48
H 1.10 3.88 -3.04
H 2.73 1.72 4.99
H 4.12 -1.27 -3.26
H -0.44 3.21 -0.05
H 1.87 1.83 -4.29
H 1.85 3.27 -1.57
H -3.81 -0.02 0.79
H 0.81 2.67 2.79
H -1.24 4.02 -1.41
H -0.61 1.59 -4.47
H 0.93 3.35 4.41
H -1.97 2.57 -0.67
H 3.25 2.66 -3.58
H 2.74 -1.93 -0.89
H 1.78 -2.18 -4.41
H 3.47 1.74 -0.45
H 0.31 -0.14 6.34
*
```

***

Record 6
Here is the molecule C3H5NO3 from OMol25. Energies are from ωB97M-V/def2-TZVPD.

As for the total energy: -10824.9334 eV. Its SMILES is NC(=O)COC=O.

ORCA input file:
```
! wB97M-V def2-TZVPD RIJCOSX def2/J DEFGRID3
* xyz 0 1
O 1.42 0.88 0.02
O 0.04 -1.16 1.65
O 0.79 -0.59 -1.58
N -1.72 -0.71 0.26
C 0.06 0.92 0.44
C -0.50 -0.45 0.83
C 1.63 0.10 -1.05
H 2.67 0.17 -1.39
H -1.79 -0.51 -0.73
H -0.55 1.41 -0.33
H 0.05 1.54 1.34
H -2.09 -1.61 0.54
*
```

***

Record 7
Here is a 2-piece molecular cluster, C17H28N3O overall at a distorted geometry from OMol25. Energies are from ωB97M-V/def2-TZVPD.

As for the total energy: -24594.7883 eV.

ORCA input file:
```
! wB97M-V def2-TZVPD RIJCOSX def2/J DEFGRID3
* xyz 1 1
O 0.96 -1.54 3.47
N 0.16 -0.45 1.10
N 0.74 -0.09 -2.29
N 3.09 -0.75 3.36
C 0.48 -1.32 -3.04
C -0.22 0.64 -1.74
C -2.49 1.47 -2.34
C 4.21 -0.14 2.66
C 0.03 1.86 1.67
C 1.51 1.41 1.71
C 3.44 -1.37 4.61
C 1.49 -0.13 1.56
C 1.81 -0.88 2.88
C -0.79 0.58 1.43
C -4.41 -0.01 -2.34
C -2.22 -0.87 -1.74
C -3.85 1.26 -2.52
C 2.13 0.35 -2.24
C -5.87 -0.26 -2.52
C -3.57 -1.07 -1.95
C -1.64 0.40 -1.94
H 0.31 -2.17 -2.36
H 2.30 1.21 -2.92
H -1.51 0.69 0.60
H -0.15 -1.40 1.26
H -6.35 -0.56 -1.58
H -0.38 -1.21 -3.71
H 5.07 -0.80 2.75
H -6.37 0.64 -2.89
H -4.50 2.08 -2.82
H -0.26 2.33 2.61
H -6.05 -1.07 -3.24
H 2.02 1.74 2.63
H 3.78 -0.61 5.33
H 2.23 -0.50 0.84
H -1.59 -1.70 -1.39
H 2.58 -1.90 5.02
H 2.41 0.66 -1.23
H -4.01 -2.07 -1.82
H -2.05 2.45 -2.51
H 4.47 0.83 3.11
H -0.12 2.57 0.85
H 0.10 1.62 -1.35
H 2.06 1.80 0.85
H 3.99 0.02 1.59
H 1.38 -1.52 -3.63
H -1.38 0.34 2.34
H 4.27 -2.06 4.45
H 2.76 -0.48 -2.57
*
```

***

Record 8
Here is a 2-piece molecular cluster, C24H21F2N2 overall at a distorted geometry from OMol25. Energies are from ωB97M-V/def2-TZVPD.

As for the total energy: -33636.8977 eV.

ORCA input file:
```
! wB97M-V def2-TZVPD RIJCOSX def2/J DEFGRID3
* xyz 1 1
F -0.82 3.97 2.29
F 0.70 -1.92 3.94
N -1.59 -0.97 -2.14
N 0.20 0.15 -1.43
C -5.23 -2.98 -2.01
C -2.82 -1.65 -2.09
C -3.70 -1.37 -1.05
C 2.42 -2.78 2.57
C 1.61 -1.71 2.93
C 2.51 0.91 0.37
C 0.23 0.08 -2.81
C -4.30 -3.31 -3.01
C -0.90 -0.47 -1.04
C 0.19 3.71 1.38
C -0.85 -0.62 -3.27
C -0.03 6.11 0.68
C 1.65 4.49 -0.32
C -4.96 -1.98 -1.05
C 0.61 4.77 0.57
C 2.24 3.24 -0.37
C 0.72 2.43 1.34
C 1.65 -0.46 2.34
C 3.30 -1.36 0.80
C -3.12 -2.58 -3.10
C 1.82 2.15 0.47
C 2.46 -0.26 1.17
C 2.35 -4.08 3.29
C 3.28 -2.57 1.47
H -1.11 6.06 0.49
H 1.99 5.30 -0.98
H 3.23 0.87 -0.45
H 0.12 6.56 1.67
H -3.41 -0.65 -0.28
H 0.29 1.65 1.96
H 3.08 -4.78 2.88
H 1.01 0.53 -3.40
H -2.39 -2.75 -3.90
H 3.07 3.07 -1.05
H -1.27 -0.64 -0.03
H -6.19 -3.50 -1.97
H 3.99 -1.24 -0.03
H 1.07 0.36 2.76
H 0.41 6.79 -0.06
H -4.49 -4.11 -3.72
H 1.36 -4.55 3.20
H -5.70 -1.68 -0.31
H 2.56 -3.98 4.36
H -1.16 -0.86 -4.27
H 3.92 -3.40 1.16
*
```

***

Record 9
Here is C5H27N3O6 as an isolated structure at a distorted geometry from OMol25. Energies are from ωB97M-V/def2-TZVPD.

As for the total energy: -22377.1031 eV.

ORCA input file:
```
! wB97M-V def2-TZVPD RIJCOSX def2/J DEFGRID3
* xyz 0 1
O 1.80 1.97 -1.89
O 2.23 -1.79 0.92
O 1.22 2.85 0.64
O 0.02 0.91 -2.35
O 3.04 0.80 0.33
O -1.58 2.97 -1.48
N 1.21 -1.75 -1.43
N -0.73 0.71 0.43
N -0.90 -2.29 0.79
C 0.14 -2.74 -1.37
C -1.69 -1.30 1.52
C -1.80 0.96 2.60
C -1.13 -2.32 -0.65
C -0.97 0.03 1.71
H -2.65 -1.15 1.02
H 1.59 2.57 -1.14
H -1.26 3.66 -0.89
H -2.54 2.97 -1.50
H 0.54 -3.63 -0.87
H 2.83 -2.37 0.44
H -1.92 -3.05 -0.87
H 0.01 -0.16 2.16
H 0.09 -2.18 0.99
H 2.59 -1.70 1.81
H 1.58 -1.51 -0.52
H 2.86 1.08 -0.60
H -1.59 1.07 0.04
H -1.29 1.92 2.69
H 0.42 1.22 -3.17
H 0.94 -0.89 -1.88
H -0.54 1.63 -2.01
H 0.45 2.27 0.70
H 1.98 2.28 0.87
H -1.93 -1.72 2.51
H -1.92 0.53 3.59
H -0.10 -3.04 -2.39
H -2.80 1.13 2.18
H 1.01 1.43 -2.03
H 2.63 -0.08 0.39
H -0.33 0.10 -0.27
H -1.51 -1.36 -1.03
*
```

***

Record 10
Here is C6H12I2NO as an isolated structure at a distorted geometry from OMol25. Energies are from ωB97M-V/def2-TZVPD.

As for the total energy: -26144.4113 eV.

ORCA input file:
```
! wB97M-V def2-TZVPD RIJCOSX def2/J DEFGRID3
* xyz 1 1
I -0.94 -1.82 3.40
I -2.68 -1.24 0.35
O 1.38 0.36 1.88
N 0.24 -0.84 -1.06
C 0.52 0.27 1.06
C 2.14 0.86 -0.96
C 0.69 0.44 -0.44
C 0.46 -0.75 -2.55
C -1.61 -0.51 1.98
C -2.11 0.77 2.54
H -1.40 1.53 2.62
H -2.49 0.57 3.51
H 1.50 -0.75 -2.91
H 0.12 0.07 -3.11
H -0.15 -1.66 -3.01
H -0.87 -0.92 -0.91
H 2.68 -0.18 -1.10
H 0.71 -1.69 -0.69
H 2.23 1.43 -1.91
H 2.50 1.44 -0.14
H -2.94 1.30 1.96
H 0.01 1.30 -0.49
*
```

***

Record 11
Here is a 2-piece molecular cluster, C3H7NO3 overall at a distorted geometry from OMol25. Energies are from ωB97M-V/def2-TZVPD.

As for the total energy: -10851.4762 eV.

ORCA input file:
```
! wB97M-V def2-TZVPD RIJCOSX def2/J DEFGRID3
* xyz 0 3
O -1.65 0.04 0.53
O 0.95 -1.87 -1.19
O 0.34 -1.56 1.10
N 0.28 2.12 0.61
C -1.11 -0.52 -0.65
C 0.18 -1.13 -0.24
C 1.15 1.45 0.07
H -0.80 0.23 -1.44
H -1.92 -1.13 -1.01
H 1.51 -2.46 -0.72
H 0.47 3.14 0.99
H -1.12 0.86 0.82
H -0.30 -0.95 1.65
H 2.01 1.77 -0.50
*
```

***

Record 12
Here is C3H8O3Rh as an isolated structure at a distorted geometry from OMol25. Energies are from ωB97M-V/def2-TZVPD.

As for the total energy: -12363.3974 eV.

ORCA input file:
```
! wB97M-V def2-TZVPD RIJCOSX def2/J DEFGRID3
* xyz 2 6
Rh 3.88 -0.19 4.77
O 2.03 -0.34 4.51
O 2.05 0.17 0.21
O 4.18 -0.89 3.06
C 1.72 -0.59 3.23
C 0.68 -0.18 0.21
C 3.15 -1.56 2.62
H 0.62 -1.23 0.54
H 2.99 -1.60 1.54
H 0.23 -0.09 -0.79
H 1.83 0.27 2.55
H 0.87 -1.25 3.03
H 2.20 1.14 0.28
H 2.86 -2.50 3.12
H 0.10 0.43 0.92
*
```